The following is a DFT calculation (ωB97M-V/def2-TZVPD) of a molecular structure, C36H98N8O12V2 in a non-equilibrium geometry.

Properties
E: -126765.494 eV
⟨S²⟩: 2.04
2S+1: 3
E_HOMO (alpha / beta): -11.9 / -11.9 eV
Net charge: +2

Geometry as XYZ:
```
156
Properties=species:S:1:pos:R:3:forces:R:3:lowdin_charge:R:1
O 0.858009 -4.345047 3.239828 -0.79 0.40 -0.72 -0.24
V 0.534929 -3.373767 2.063948 2.85 -0.09 -0.70 1.04
O 0.149439 -2.125727 -2.616422 0.61 -3.83 2.73 -0.24
V 0.255349 -3.357957 -1.573632 -2.52 3.99 1.48 1.23
C 1.059599 0.401223 0.151998 -1.62 -1.06 -0.62 -0.03
C -0.134111 -0.601337 0.289768 1.09 1.37 1.77 -0.36
O 0.107389 -1.983627 0.371248 0.44 -2.72 -1.81 -0.39
H 1.330439 0.477923 -0.901032 0.61 0.08 0.18 0.06
H 1.867989 0.225513 0.861748 0.08 0.02 -0.21 0.06
H 0.488549 1.289643 0.421648 0.63 0.55 -0.02 0.08
H -0.904251 -0.213487 -0.376982 -0.13 -0.80 -0.40 0.10
H -0.451351 -0.358477 1.303908 -0.75 0.13 0.07 0.07
C -0.668421 -6.944377 0.687578 0.55 0.99 0.49 -0.06
C 0.714039 -6.266187 0.486808 -1.42 -0.94 0.23 -0.36
O 0.617969 -4.855687 0.357018 -0.13 2.61 -0.52 -0.43
H -1.253211 -6.531987 1.509808 0.35 0.22 0.49 0.07
H -0.461591 -7.978567 0.962828 -0.44 -0.20 -0.55 0.09
H -1.331681 -6.755857 -0.156602 0.23 -0.71 -0.38 0.05
H 1.107679 -6.754727 -0.404522 0.36 0.43 -0.34 0.11
H 1.361279 -6.588347 1.302528 0.16 0.46 0.23 0.11
C 4.779929 1.575963 -0.241762 -0.38 0.40 -0.09 -0.08
C 5.860809 2.191863 -1.107872 0.73 0.66 0.79 -0.41
C 7.039189 2.797053 -0.211562 0.21 0.33 -1.49 -0.15
O 8.063409 3.263413 -1.137272 0.94 -0.84 1.12 -0.21
C 9.385049 2.674403 -0.947112 -0.13 -0.43 -1.13 -0.09
N 6.374179 1.235543 -2.093222 0.35 0.23 1.08 0.05
H 5.196619 0.869513 0.476168 -0.02 -0.06 0.13 0.06
H 3.992749 1.093163 -0.820852 0.26 -0.27 -0.30 0.05
H 4.242239 2.378223 0.263568 0.18 0.02 0.48 0.08
H 5.424979 3.023893 -1.660912 0.05 0.15 0.01 0.13
H 7.492089 2.124643 0.517028 -0.18 -0.66 -0.19 0.11
H 6.741139 3.658803 0.385648 -0.43 0.14 -0.17 0.12
H 10.102659 3.137263 -1.624522 -0.28 0.84 0.30 0.09
H 9.471049 1.658593 -1.332912 -0.80 -0.54 0.01 0.07
H 9.822499 2.591863 0.047838 -0.56 0.74 0.36 0.09
H 6.812999 0.557993 -1.486212 -0.04 -1.06 -0.05 0.08
H 7.216729 1.675613 -2.434612 0.17 0.41 -0.76 0.07
C -5.561291 -1.171047 -2.258932 0.10 0.39 -1.06 -0.03
C -4.186771 -0.620627 -2.098772 1.61 1.37 -1.47 -0.42
C -3.945791 0.926603 -2.300902 -3.21 0.21 1.26 -0.22
O -2.624141 1.254223 -2.378762 1.74 -0.57 0.00 -0.16
C -2.425721 2.631033 -2.564162 0.27 0.79 0.00 -0.09
N -3.562791 -1.213267 -0.951772 1.48 0.50 1.25 0.05
H -5.723331 -1.077517 -3.332752 -0.98 -0.12 0.10 0.09
H -6.296261 -0.637877 -1.655902 -0.07 0.04 -0.19 0.08
H -5.573731 -2.224587 -1.979652 -0.02 0.02 -0.07 0.07
H -3.484861 -0.841397 -2.902942 -0.41 -1.28 -0.71 0.13
H -4.476461 1.485133 -1.529842 0.23 0.13 1.16 0.11
H -4.466871 1.413393 -3.125292 -0.27 -0.97 -0.97 0.13
H -2.454681 3.165663 -1.614722 0.26 -0.22 0.09 0.05
H -3.187471 3.091173 -3.193532 -0.26 -0.24 -0.22 0.10
H -1.472821 2.845133 -3.048142 0.10 -0.44 0.11 0.10
H -4.116971 -1.184337 -0.107882 -0.95 0.02 0.14 0.04
H -2.901701 -0.499297 -0.681032 0.94 -0.05 0.21 0.05
C 2.260439 1.697763 -3.690152 0.50 0.50 -1.20 -0.05
C 3.329069 1.611433 -4.865872 0.71 -0.16 1.80 -0.38
C 4.033629 2.930773 -5.109302 -1.18 1.55 -0.77 -0.20
O 2.967749 3.853113 -5.453302 1.57 0.83 0.73 -0.22
C 3.341459 5.266643 -5.582362 -2.09 -1.05 -0.17 -0.07
N 4.422449 0.687703 -4.468962 -1.06 0.14 -1.40 0.03
H 1.658089 0.789363 -3.681012 0.03 -0.18 0.03 0.05
H 1.584179 2.541083 -3.830092 -0.01 -0.03 -0.04 0.06
H 2.756219 1.812853 -2.726272 0.18 0.00 0.01 0.05
H 2.806699 1.329203 -5.779972 0.23 -0.29 -0.01 0.14
H 4.780359 2.979413 -5.901852 -0.12 -0.83 -0.38 0.13
H 4.621879 3.268863 -4.256212 -0.36 0.09 0.73 0.11
H 2.387599 5.722873 -5.317592 0.09 0.44 -0.06 0.08
H 3.484689 5.494863 -6.638542 0.63 0.05 0.14 0.08
H 4.069209 5.702403 -4.897822 0.43 -0.66 -0.11 0.08
H 5.020549 1.139093 -3.791752 0.00 -0.43 0.38 0.01
H 4.022169 -0.173957 -4.126292 0.32 -0.05 0.29 0.05
C -3.236401 1.214813 2.756028 -0.61 0.96 -0.47 -0.06
C -4.658991 0.690003 2.591078 -0.05 0.82 0.92 -0.41
C -5.687091 1.744193 1.945718 0.48 -2.84 1.64 -0.08
O -7.045151 1.226063 2.202228 3.24 1.98 1.19 -0.16
C -7.689891 0.358243 1.389698 -2.60 -0.16 -2.05 -0.18
N -4.654011 -0.573147 1.889558 -0.74 -0.16 -1.88 0.03
H -2.716781 0.645333 3.526608 0.36 -0.14 -0.46 0.05
H -3.190541 2.262603 3.052908 -0.42 0.05 0.56 0.07
H -2.769721 1.315563 1.776148 0.51 -0.81 -0.09 0.07
H -5.030111 0.401223 3.574428 -0.27 0.98 0.46 0.13
H -5.352971 1.899903 0.919948 -0.78 -0.04 -0.40 0.11
H -5.575911 2.668413 2.512788 -0.36 -0.07 -0.10 0.12
H -7.307601 0.178043 0.384968 0.61 0.14 0.02 0.07
H -8.648611 0.852863 1.233748 -0.38 -0.05 -0.56 0.09
H -8.057741 -0.591427 1.778178 0.92 -0.39 0.79 0.09
H -5.614101 -0.882877 1.938508 0.00 -0.64 -0.15 0.07
H -4.046981 -1.317057 2.202938 0.04 0.32 0.65 0.08
C 1.278119 -2.171307 5.713018 0.06 -0.82 0.64 -0.05
C 0.063289 -1.835047 4.862628 1.00 0.51 3.05 -0.38
C -0.597241 -0.598827 5.508318 -0.80 0.53 -1.32 -0.18
O 0.228569 0.596593 5.476628 -0.33 -1.52 0.11 -0.19
C -0.517391 1.822613 5.612818 0.39 -0.69 -0.34 -0.06
N 0.556959 -1.580237 3.500888 -1.42 -0.90 -0.29 0.06
H 1.053309 -2.244897 6.777038 -0.48 -0.04 -0.05 0.10
H 2.051319 -1.403347 5.690308 0.14 -0.18 -0.50 0.09
H 1.593489 -3.174917 5.427688 0.72 0.17 -0.07 0.07
H -0.605831 -2.687097 4.982578 -0.36 0.17 -0.53 0.14
H -1.063381 -0.829757 6.466168 0.82 -0.03 0.57 0.14
H -1.510311 -0.515807 4.918818 -0.29 1.00 -0.55 0.09
H -0.963301 2.005773 4.635208 -0.68 0.18 0.27 0.07
H 0.159729 2.657113 5.795088 0.23 -0.35 0.17 0.09
H -1.199491 1.721243 6.456948 -0.31 0.26 -0.27 0.10
H -0.033791 -0.818387 3.199708 0.16 0.44 -0.67 0.09
H 1.463249 -1.204517 3.740818 0.80 0.32 -0.99 0.07
C 4.701979 -4.040897 2.082588 1.97 -1.44 0.93 -0.05
C 3.751939 -3.098247 2.788528 2.33 -0.57 0.50 -0.38
C 4.477209 -1.796137 3.068058 -0.23 0.73 0.08 -0.18
O 3.484819 -0.905307 3.560918 -0.32 0.57 -0.24 -0.24
C 3.772379 0.512823 3.512458 0.36 -0.71 0.88 -0.03
N 2.711849 -2.885527 1.784718 -1.22 0.46 0.00 0.06
H 4.337009 -4.959187 1.622528 -1.03 0.26 -0.15 0.10
H 5.398069 -4.525187 2.767428 0.28 0.41 0.37 0.10
H 5.345119 -3.563697 1.343168 -0.16 0.37 -0.15 0.10
H 3.566969 -3.464387 3.798388 -1.38 -0.37 -0.37 0.15
H 4.945329 -1.417557 2.159408 -0.02 0.25 -0.33 0.13
H 5.276779 -1.915007 3.799258 0.03 -0.21 0.13 0.15
H 4.776199 0.675803 3.904738 0.27 0.10 -0.46 0.10
H 3.143679 0.997683 4.259298 -0.40 -0.12 -0.28 0.09
H 3.616299 0.929133 2.517258 0.15 -0.02 0.01 0.07
H 2.812009 -1.907187 1.554668 -0.79 0.73 0.04 0.09
H 3.222999 -3.296387 1.016578 -1.08 -0.50 -0.91 0.09
C -3.794381 5.546683 1.430298 0.09 1.31 0.30 -0.06
C -3.565271 5.714843 -0.071812 1.43 0.08 1.66 -0.40
C -2.033231 5.758883 -0.422872 -0.70 0.18 1.16 -0.21
O -1.254281 4.714503 0.113318 0.59 -1.62 -1.21 -0.20
C 0.021259 4.720543 -0.543012 0.62 0.05 1.20 -0.11
N -4.249331 4.608013 -0.746852 1.08 0.82 -0.49 0.06
H -3.241841 4.691973 1.820518 -0.23 -0.16 -0.03 0.06
H -4.843431 5.560983 1.725928 -0.15 -0.67 -0.42 0.08
H -3.454641 6.424753 1.979538 0.55 0.06 -0.06 0.08
H -3.833651 6.711723 -0.421532 -0.87 -0.16 -0.07 0.14
H -1.502351 6.583123 0.053468 -0.73 1.17 -0.74 0.13
H -2.017391 5.748323 -1.512712 0.50 0.30 -0.26 0.12
H 0.659749 3.971023 -0.075402 -0.34 -0.43 -0.13 0.07
H 0.581879 5.629903 -0.326512 -0.29 0.54 0.03 0.09
H 0.053669 4.617483 -1.627642 -0.66 -0.27 -0.07 0.08
H -3.750931 3.819283 -0.360062 -0.34 -0.69 0.55 0.03
H -3.722121 4.665023 -1.606442 -0.86 -0.31 -1.19 0.03
C -3.934301 -5.077187 -1.230562 0.17 1.50 -0.45 0.00
C -2.594911 -4.754567 -1.955602 -0.83 -0.28 0.74 -0.36
C -2.801781 -4.374087 -3.388722 0.16 -0.62 -0.98 -0.21
O -2.866881 -5.596047 -4.111252 -1.09 0.74 -0.94 -0.18
C -3.705901 -5.510777 -5.321562 0.79 -0.89 0.58 -0.04
N -1.876801 -3.689437 -1.220722 1.24 -0.25 -0.09 0.02
H -4.567241 -5.754507 -1.803912 0.40 -0.48 0.44 0.10
H -4.511281 -4.152737 -1.206142 -0.05 0.40 -0.48 0.06
H -3.866311 -5.210487 -0.150892 0.36 -1.13 -0.08 0.08
H -1.909221 -5.601777 -1.943242 -0.21 -0.39 -0.09 0.13
H -1.945511 -3.790947 -3.727632 0.41 0.24 -0.21 0.12
H -3.667871 -3.737887 -3.571022 -0.31 -0.04 0.26 0.13
H -3.395161 -4.719417 -6.003682 0.03 0.20 0.26 0.09
H -4.768991 -5.461847 -5.085882 0.05 0.35 0.26 0.09
H -3.557891 -6.460837 -5.834972 0.11 0.07 0.07 0.09
H -2.140661 -3.849337 -0.259002 0.82 -0.30 0.75 0.09
H -2.309491 -2.780627 -1.304092 -0.76 1.24 -0.69 0.05
```
Forces are in eV/Å.